[1]
64
Properties=species:S:1:pos:R:3 method="wB97M-V/def2-TZVPD" multiplicity=2 charge=0 homo_ev="-7.7 / -7.7"
V 0.0000 0.0000 0.0000
P 0.0708 -0.9489 -2.3010
P -0.1091 0.9703 2.2936
N 0.5497 -1.5677 0.6598
H -0.4313 2.5911 -2.6025
C 1.5653 -0.6126 -3.3573
H 1.4910 -1.0879 -4.3525
H 2.4599 -0.9945 -2.8364
H 1.6792 0.4778 -3.4828
C -1.2983 -0.4531 -3.4433
H -1.1283 -0.8202 -4.4710
H -1.3784 0.6467 -3.4545
H -2.2442 -0.8661 -3.0559
C -0.0162 -2.7898 -2.3305
H -0.1399 -3.1741 -3.3581
H -0.8662 -3.1070 -1.7045
H 0.9077 -3.1973 -1.8886
C 1.3243 1.9794 2.9153
H 1.1815 2.3073 3.9610
H 1.4472 2.8649 2.2690
H 2.2422 1.3712 2.8455
C -1.5311 2.1030 2.6370
H -1.4843 2.5261 3.6562
H -2.4690 1.5362 2.5152
H -1.5211 2.9204 1.8967
C -0.2732 -0.3174 3.6026
H -0.4393 0.1309 4.5978
H 0.6451 -0.9271 3.6153
H -1.1186 -0.9731 3.3377
C 0.9663 -2.7883 1.1122
C 2.7452 -4.3862 1.6213
C 2.3439 -3.1295 1.1571
C 0.0112 -3.7463 1.5471
C 0.4276 -4.9977 2.0075
C 1.7934 -5.3270 2.0484
H 3.8117 -4.6359 1.6504
H 3.0766 -2.3889 0.8213
H -1.0484 -3.4756 1.5080
H -0.3205 -5.7266 2.3388
H 2.1136 -6.3095 2.4104
C -0.1170 2.9057 -1.5813
O -0.0667 1.7675 -0.7646
C 1.2789 3.5348 -1.6831
H 1.2006 4.6366 -1.6613
H 1.7804 3.2392 -2.6215
H 1.9042 3.2140 -0.8325
C -1.1617 3.8848 -1.0334
H -0.7021 4.5953 -0.3239
H -1.9627 3.3323 -0.5112
H -1.6233 4.4539 -1.8567
C -4.0757 0.5105 1.0120
C -3.4558 -0.1731 -0.2119
O -2.0378 -0.4072 0.0058
C -4.1097 -1.5793 -0.3135
F -5.4809 -1.4840 -0.4933
F -3.5740 -2.2830 -1.3774
F -3.8647 -2.3072 0.8391
C -3.8631 0.6916 -1.4687
F -5.0526 1.3718 -1.2505
F -2.8984 1.6255 -1.7467
F -4.1262 -0.0531 -2.5965
H -3.8064 -0.0284 1.9450
H -5.1863 0.5095 0.9666
H -3.7957 1.5823 1.0056

***

[2]
28
Properties=species:S:1:pos:R:3 method="wB97M-V/def2-TZVPD" multiplicity=5 charge=+1 homo_ev="-9.4 / -11.9"
O 1.1809 -4.5931 2.0083
C 0.8234 -3.6571 1.4107
Fe 0.3287 -2.0343 1.0995
C -0.3936 -1.6441 2.6572
O -0.6081 -1.3060 3.7515
C 1.8616 -1.5064 1.7879
O 2.7935 -1.2364 2.4176
C -0.3140 1.2884 -0.3006
C 0.8622 0.8835 -1.1504
C 1.5095 -0.3282 -1.2257
C 1.1650 -1.6705 -0.8197
C -0.1770 -2.1643 -0.8785
C -1.1869 -1.2877 -0.3403
C -0.9686 -0.0220 0.2250
H 0.0110 1.8490 0.6009
H 1.4268 1.7075 -1.6196
H 2.4902 -0.3245 -1.6926
H 1.9849 -2.4035 -0.9142
H -0.4589 -3.1495 -1.2932
H -2.2197 -1.6908 -0.2590
H -1.4735 0.2156 1.1626
C -1.1422 3.8393 -0.6924
N -1.1547 2.3507 -1.0325
H -2.0866 4.2543 -1.0539
H -1.0458 4.0369 0.3859
H -0.3042 4.3319 -1.1994
H -0.7502 2.2154 -1.9681
H -2.1536 2.0459 -1.0669

***

[3]
92
Properties=species:S:1:pos:R:3 method="wB97M-V/def2-TZVPD" e_above_lowest_kcal_mol=156.1 charge=-1 homo_ev=-2.8
C 2.2753 -0.0414 3.5653
C 1.7910 0.7508 2.2204
O 2.7881 0.7320 1.1640
C 2.4546 -0.2194 0.1187
C 3.0473 -1.6619 0.4969
C 2.3209 -2.8231 -0.3990
C 1.4199 -3.7943 0.5207
C -0.1209 -3.5772 0.1156
C -1.0526 -3.0802 1.3680
C -1.8807 -4.3427 1.9702
O -0.9316 -5.0303 2.8715
O -0.3053 -6.0407 2.2028
O -1.9648 -2.0586 0.8091
C -3.1152 -2.6343 0.2211
O -3.1455 -3.4459 -0.7472
C -4.5579 -2.1782 0.8019
C -4.9717 -0.6799 0.5520
C -6.3320 -0.0820 1.0031
C -7.3050 -1.0421 1.7530
C -6.9103 -2.5427 2.0075
C -5.5319 -3.1340 1.5354
H 2.2253 0.6388 4.4780
H 1.5565 -0.9455 3.6478
H 3.3287 -0.4403 3.3420
H 0.7507 0.4026 1.8920
H 1.7028 1.8592 2.5487
H 2.9897 0.1031 -0.8570
H 1.3217 -0.2330 -0.0960
H 2.7533 -1.8880 1.5786
H 4.1884 -1.7418 0.3931
H 1.7545 -2.3545 -1.2814
H 3.1991 -3.4090 -0.8794
H 1.6339 -3.7211 1.6393
H 1.7069 -4.8752 0.2122
H -0.5351 -4.5931 -0.2529
H -0.2814 -2.7809 -0.7000
H -2.1830 -5.1105 1.1747
H -2.7745 -3.9978 2.6210
H 0.6558 -6.0617 2.4352
H -4.2704 0.0246 -0.0200
H -6.6047 1.0075 0.7994
H -8.3336 -0.6736 2.1073
H -7.7077 -3.1750 2.5351
H -5.2664 -4.2392 1.6993
C -1.8946 -2.2463 -3.7243
C -1.2810 -1.4515 -2.8456
C -0.3624 -0.3825 -3.2902
O 0.2003 0.3428 -2.4901
C -0.1510 -0.2267 -4.7458
C -0.7642 -1.0208 -5.6237
C -1.6835 -2.0905 -5.1787
O -2.2450 -2.8144 -5.9815
H -2.5700 -3.0346 -3.4155
H -1.4257 -1.5522 -1.7768
H 0.5245 0.5619 -5.0538
H -0.6200 -0.9206 -6.6925
C -7.3419 -4.6317 -1.5211
C -7.1035 -5.9349 -1.3641
C -8.1355 -6.9460 -1.6745
O -7.9203 -8.1358 -1.5300
C -9.4417 -6.4579 -2.1672
C -9.6804 -5.1555 -2.3242
C -8.6477 -4.1435 -2.0136
O -8.8652 -2.9553 -2.1589
H -6.5969 -3.8774 -1.2975
H -6.1524 -6.3088 -1.0053
H -10.1859 -7.2124 -2.3904
H -10.6314 -4.7815 -2.6831
C 4.2498 3.2966 1.7769
C 4.8083 3.7522 0.6544
C 5.4681 5.0730 0.6077
O 5.9776 5.4914 -0.4195
C 5.4876 5.8706 1.8532
C 4.9297 5.4160 2.9755
C 4.2691 4.0937 3.0223
O 3.7613 3.6776 4.0473
H 3.7615 2.3308 1.8277
H 4.8035 3.1808 -0.2658
H 5.9759 6.8362 1.8013
H 4.9345 5.9876 3.8957
C 7.2785 8.6714 -0.2048
C 7.8368 9.1269 -1.3272
C 8.4970 10.4485 -1.3736
O 9.0052 10.8663 -2.3977
C 8.5159 11.2452 -0.1279
C 7.9577 10.7900 0.9943
C 7.2975 9.4680 1.0405
O 6.7892 9.0511 2.0662
H 6.7901 7.7056 -0.1535
H 7.8323 8.5559 -2.2473
H 9.0042 12.2104 -0.1796
H 7.9621 11.3609 1.9147

***

[4]
14
Properties=species:S:1:pos:R:3 method="wB97M-V/def2-TZVPD" e_above_lowest_kcal_mol=72.1 smiles="[H]/N=C1/C(C)=NN1C" charge=0 homo_ev=-8.3
H -1.0464 -2.5703 -0.1837
N -1.3623 -1.6800 0.1937
C -0.6728 -0.6947 -0.1038
C -0.6532 0.7185 0.0595
C -1.7602 1.6952 0.1142
N 0.6494 0.8908 -0.0619
N 0.9672 -0.3418 -0.4926
C 2.2431 -0.8728 -0.0564
H -1.3458 2.6895 0.2937
H -2.3114 1.7248 -0.8307
H -2.4577 1.4544 0.9185
H 3.0033 -0.0864 -0.1077
H 2.2081 -1.2391 0.9757
H 2.5386 -1.6882 -0.7187

***

[5]
31
Properties=species:S:1:pos:R:3 method="wB97M-V/def2-TZVPD" multiplicity=7 charge=+3 homo_ev="-18.7 / -18.7"
O 0.0501 -2.3192 -3.2620
C 0.0352 -1.6348 -2.2992
Tb 0.0012 -0.0683 -0.0958
O 2.1613 2.3401 -1.4661
C 1.4500 1.5020 -1.1019
C -1.4483 -1.5557 1.0270
O -2.1640 -2.1859 1.6844
C 1.8557 -1.2046 0.8259
O 2.7569 -1.6726 1.3777
C -1.8550 1.1486 -0.9048
O -2.7610 1.8108 -1.1811
C 2.3841 1.5093 2.9299
N 1.1820 2.1701 3.4562
C 1.3418 2.9710 4.6450
C -0.0127 2.0159 2.8449
O -0.0384 1.2417 1.7437
N -1.1929 2.5588 3.2237
C -1.5046 3.4386 4.3577
C -2.3970 2.2594 2.3923
H 3.2003 1.7943 3.5892
H 2.6471 1.8360 1.9204
H 2.3217 0.4190 2.9317
H 1.0402 3.9889 4.4168
H 0.7040 2.5649 5.4247
H 2.3800 2.9415 4.9496
H -1.9505 4.3531 3.9144
H -2.2917 2.9121 4.9360
H -0.6274 3.6690 4.9755
H -2.3355 2.6129 1.3606
H -2.6610 1.1996 2.3537
H -3.2461 2.7695 2.8430

***

[6]
21
Properties=species:S:1:pos:R:3 method="wB97M-V/def2-TZVPD" e_above_lowest_kcal_mol=170.9 charge=0 homo_ev=-6.4
C 2.4592 0.2407 -0.2289
C 1.4677 -0.1134 -1.1794
C 0.3256 -1.0946 -0.6004
N 0.7850 -0.2068 1.8803
C -0.5584 0.3338 1.3767
C -0.8150 -0.3003 -0.0026
C -1.9601 -0.1781 -0.7415
C -3.1332 0.5279 -0.2769
H 3.5010 -0.2566 -0.1530
H 2.6035 1.3702 -0.0826
H 1.6778 0.1169 1.0774
H 1.7628 -0.5431 -2.1574
H 0.9251 0.8171 -1.5186
H 0.7938 -1.8691 0.0939
H 0.1599 -1.5877 -1.5712
H 1.0272 0.1172 2.8584
H -0.5880 1.5214 1.3864
H -1.5480 0.0765 1.7821
H -1.9895 -0.7874 -1.6526
H -4.0866 0.7366 -0.9217
H -2.8099 1.0789 0.6315

***

[7]
54
Properties=species:S:1:pos:R:3 method="wB97M-V/def2-TZVPD" e_above_lowest_kcal_mol=14.2 multiplicity=5 charge=+2 homo_ev="-14.8 / -14.7"
Ru 0.0832 0.2256 0.1356
C -1.5876 -0.3406 -2.2175
C -0.3437 -0.0245 -3.0091
O 0.6530 0.5094 -2.1063
C 2.0118 0.0728 -2.3607
C 2.7038 -0.1384 -1.0405
O 1.9380 -1.1718 -0.3967
C 2.2157 -1.5052 0.9781
C 1.1302 -2.4789 1.3516
O -0.1476 -1.8063 1.2174
C -1.2193 -2.6151 0.6775
C -2.0629 -1.7412 -0.2135
O -1.1340 -1.2306 -1.1864
H -2.0296 0.5557 -1.7711
H -2.3290 -0.8197 -2.8592
H 0.0414 -0.9412 -3.4554
H -0.5601 0.6966 -3.7967
H 1.9753 -0.8748 -2.8980
H 2.5406 0.8102 -2.9635
H 3.7418 -0.4380 -1.1949
H 2.6949 0.7711 -0.4293
H 3.2021 -1.9550 1.0999
H 2.1737 -0.6009 1.5961
H 1.1512 -3.3190 0.6579
H 1.2641 -2.8431 2.3692
H -0.7848 -3.4208 0.0862
H -1.8167 -3.0381 1.4844
H -2.8531 -2.3278 -0.6845
H -2.5150 -0.9118 0.3387
C -0.5753 2.0033 0.8808
C -1.0478 3.1193 0.7007
C -1.6161 4.4109 0.6100
C -3.0137 4.5667 0.8872
C -3.7562 5.5949 0.2663
C -5.1168 5.6839 0.4735
C -5.7488 4.7711 1.3114
C -5.0303 3.7528 1.9379
C -3.6777 3.6379 1.7173
C -0.7693 5.5033 0.2214
C 0.3592 5.2839 -0.5921
C 1.1962 6.3300 -0.9044
C 0.9463 7.5992 -0.3813
C -0.1508 7.8297 0.4398
C -1.0148 6.7941 0.7339
H -3.2650 6.2789 -0.4115
H -5.6909 6.4559 -0.0201
H -6.8164 4.8485 1.4745
H -5.5365 3.0576 2.5936
H -3.1037 2.8673 2.2153
H 0.5324 4.2974 -1.0013
H 2.0512 6.1717 -1.5474
H 1.6205 8.4139 -0.6129
H -0.3242 8.8131 0.8543
H -1.8450 6.9555 1.4076

***

[8]
43
Properties=species:S:1:pos:R:3 method="wB97M-V/def2-TZVPD" smiles="CC[C@@H](Cl)c1ccc2c(c1S)C(=O)c1ccc([C@@H](I)CC)cc1C2=O" charge=0 homo_ev=-8.8
C -6.1543 -2.8995 2.4711
C -5.3350 -1.5635 2.1178
C -3.8887 -1.4560 2.8011
Cl -3.0784 -3.1219 2.5612
C -2.9051 -0.4166 2.0368
C -3.3834 0.4356 0.8068
C -2.4643 1.4093 0.0169
C -0.9982 1.5340 0.5055
C -0.4602 0.7288 1.7492
C -1.4097 -0.2343 2.5111
S -0.6810 -1.1255 3.9690
C 1.0971 0.9509 2.1245
O 1.5177 1.0839 3.2993
C 2.0754 1.0298 0.8420
C 3.4586 0.3524 0.7586
C 4.2440 0.5043 -0.5933
C 3.7235 1.2815 -1.8237
C 4.4696 1.4231 -3.2286
I 6.6009 0.9913 -3.1804
C 3.7109 0.4327 -4.2863
C 4.3354 -1.0626 -4.2529
C 2.3089 1.9777 -1.7267
C 1.5375 1.8247 -0.4011
C 0.0661 2.4762 -0.2622
O -0.2049 3.6247 -0.6896
H -6.2819 -3.5487 1.5248
H -7.2228 -2.6032 2.8043
H -5.7232 -3.5199 3.3238
H -5.1584 -1.5837 0.9752
H -5.9430 -0.6224 2.4061
H -3.9538 -1.1583 3.9029
H -4.4652 0.3155 0.4344
H -2.8290 2.0044 -0.8976
H -1.7098 -1.0322 4.9217
H 3.8800 -0.2620 1.6212
H 5.2601 -0.0071 -0.6906
H 4.2908 2.4807 -3.6241
H 3.8170 0.8192 -5.3694
H 2.5942 0.3368 -4.0723
H 3.5164 -1.8203 -4.5636
H 5.2000 -1.1925 -5.0065
H 4.6293 -1.3273 -3.1820
H 1.9167 2.5400 -2.6338